No. 1
DFT (ωB97M-V/def2-TZVPD) results for a cluster of 2 separate species, C4H14NO in total.

Structure (ORCA input):
```
! wB97M-V def2-TZVPD RIJCOSX def2/J DEFGRID3
* xyz 0 2
C -1.02910 -1.10879 0.39945
C -0.88044 0.35427 0.18532
N 0.55466 0.83211 0.12803
C 1.16799 0.87531 1.45529
C -1.79880 0.86574 -0.96551
H -1.16456 -1.55184 -0.53158
H -1.90134 -1.37826 1.03424
H -0.22203 -1.78402 0.65188
H -1.24526 1.17496 0.99938
H 1.20379 0.32762 -0.42376
H 0.54805 1.79028 -0.25717
H 0.64560 0.11887 2.05427
H 2.06064 0.31387 1.45903
H 1.21053 1.98828 2.00936
H -1.78639 0.22074 -1.78004
H -1.58641 2.01514 -1.35205
H -2.80793 0.69701 -0.67163
H 2.52556 -1.77316 -1.27667
H 0.98161 -2.19047 -1.12476
O 1.61220 -1.46413 -1.01675
*
```

expectation value of S² = 0.7505
energy above the lowest of the compared OMol25 structures with the same formula, charge and spin = 85.8 kcal/mol
E_HOMO (alpha / beta) = -2.646 / -11.783 eV
Kohn-Sham gap (alpha / beta) = 3.184 / 12.199 eV
E_tot = -7907.25790 eV


No. 2
DFT (ωB97M-V/def2-TZVPD) results for a cluster of 2 separate species, C3H7NO in total.

Structure (ORCA input):
```
! wB97M-V def2-TZVPD RIJCOSX def2/J DEFGRID3
* xyz 0 1
C -1.93455 0.19338 -0.29988
O -0.79358 0.74018 -0.93296
C 1.06085 0.21520 0.94392
C 1.88606 0.04330 -0.06244
N 0.27272 0.24737 1.88119
H -1.90210 -0.90369 -0.25707
H -2.02841 0.55779 0.73174
H -2.81389 0.49724 -0.87475
H -0.13695 0.04067 -1.03238
H 2.56268 -0.79886 -0.01044
H 1.96063 0.76349 -0.86903
H 0.64949 0.71088 2.70447
*
```

energy above the lowest of the compared OMol25 structures with the same formula, charge and spin = 63.1 kcal/mol
E_HOMO = -9.265 eV
SMILES = C=C=N.CO
Kohn-Sham gap = 10.185 eV
E_tot = -6760.01597 eV


No. 3
DFT (ωB97M-V/def2-TZVPD) results for a cluster of 2 separate species, C3H10S3 in total.

Structure (ORCA input):
```
! wB97M-V def2-TZVPD RIJCOSX def2/J DEFGRID3
* xyz 0 1
S 2.98963 3.50032 -0.23608
S 1.02375 2.79388 0.00889
H 3.17602 2.87677 -1.41062
H 1.38745 2.16425 1.13799
C -1.71067 -1.47074 -1.13239
C -1.17315 -1.42078 0.29199
C -0.06339 -0.36346 0.40896
S 0.58290 -0.31633 2.13366
H -2.42523 -2.28437 -1.24929
H -0.88998 -1.63324 -1.83426
H -2.19103 -0.52420 -1.37961
H -1.97616 -1.14608 0.98046
H -0.74364 -2.36125 0.64047
H -0.52502 0.59499 0.16633
H 0.71006 -0.49757 -0.34456
H 1.82846 0.08778 1.81804
*
```

energy above the lowest of the compared OMol25 structures with the same formula, charge and spin = 5.7 kcal/mol
E_HOMO = -9.108 eV
SMILES = CCCS.SS
Kohn-Sham gap = 9.375 eV
E_tot = -35778.59181 eV


No. 4
DFT (ωB97M-V/def2-TZVPD) results for a structure of composition C45H58N2O4P2S4Sr.

Structure (ORCA input):
```
! wB97M-V def2-TZVPD RIJCOSX def2/J DEFGRID3
* xyz -2 1
Sr 0.51900 -0.55139 0.89501
C -1.85157 1.91857 2.14371
N -1.90307 0.45878 2.35613
C -1.57105 0.10132 3.73648
C -1.03103 -1.32015 3.83432
N 0.42832 -1.37810 3.63082
C 0.87696 -2.77874 3.58968
C 1.13061 -0.63730 4.66861
C 1.12474 -1.13745 5.96848
C 1.77536 -0.49445 7.00898
C 2.44893 0.69228 6.73527
C 2.45024 1.20671 5.45136
C 1.79214 0.57239 4.37391
S 1.81780 1.34864 2.81042
C -3.19832 -0.03475 1.92140
C -4.31479 0.13076 2.74011
C -5.58193 -0.28034 2.35774
C -5.73821 -0.86318 1.10482
C -4.64395 -1.00969 0.27048
C -3.34237 -0.59721 0.63737
S -2.04201 -0.82101 -0.49504
H -2.58803 2.44120 2.77199
H -2.07267 2.14241 1.10251
H -0.85217 2.28775 2.37106
H -2.42499 0.20163 4.41351
H -0.81219 0.80049 4.08689
H -1.50833 -1.93327 3.06051
H -1.29565 -1.76200 4.80647
H 0.60138 -3.33084 4.49971
H 1.95878 -2.80667 3.47124
H 0.43121 -3.28339 2.73589
H 0.59347 -2.06007 6.17380
H 1.75607 -0.91012 8.00928
H 2.96973 1.22029 7.52726
H 2.96170 2.13789 5.23802
H -4.19751 0.61248 3.70355
H -6.42695 -0.13784 3.02097
H -6.71683 -1.19911 0.77636
H -4.76004 -1.45387 -0.71007
C 4.57436 1.01470 -2.67968
C 4.42890 1.81345 -1.40629
C 5.03377 1.38964 -0.22388
C 4.91747 2.12627 0.94699
C 5.51685 1.63763 2.23972
C 4.19545 3.31656 0.91998
C 3.58866 3.77178 -0.24272
C 2.76161 5.03224 -0.24894
C 3.70870 3.00009 -1.39968
H 4.79737 -0.03184 -2.46778
H 5.38701 1.41165 -3.29429
H 3.65838 1.05355 -3.27271
H 5.58024 0.45045 -0.20908
H 6.36459 2.25912 2.54359
H 5.86453 0.60723 2.14671
H 4.76020 1.66864 3.02788
H 4.06235 3.87445 1.84141
H 1.69982 4.77245 -0.28019
H 2.97747 5.64276 -1.12928
H 2.94634 5.63083 0.64508
H 3.20158 3.32196 -2.30362
C 2.59950 -2.22700 -2.59813
C 1.10556 -2.49554 -2.77609
C 0.88041 -3.74080 -3.62661
C 0.40960 -1.28286 -3.38019
O 0.43943 -2.68060 -1.51108
P 1.05676 -3.49379 -0.24554
O 1.65146 -4.77985 -0.66816
O 1.84341 -2.48221 0.54808
O -0.29541 -3.64944 0.62638
C -1.32723 -4.64933 0.45490
C -2.46132 -4.17078 1.34707
C -1.78837 -4.71293 -0.99745
C -0.79663 -5.99946 0.92746
H 3.04840 -2.01454 -3.56988
H 3.09879 -3.09160 -2.15497
H 2.75585 -1.36490 -1.94575
H 1.33016 -3.61178 -4.61490
H -0.19197 -3.91115 -3.74803
H 1.32519 -4.60710 -3.13272
H 0.78641 -1.09132 -4.38879
H 0.57639 -0.39248 -2.76654
H -0.66924 -1.45270 -3.42010
H -2.77136 -3.16685 1.04905
H -2.13896 -4.15294 2.39222
H -3.31416 -4.84918 1.25884
H -2.08809 -3.71519 -1.32683
H -2.63831 -5.39488 -1.08080
H -0.98081 -5.07778 -1.63668
H -0.48904 -5.92982 1.97475
H 0.06517 -6.29304 0.32662
H -1.58060 -6.75681 0.84350
S -2.48070 4.48498 -0.69680
P -1.41019 3.21634 -1.77748
S 0.18913 2.35257 -0.96777
C -0.86673 4.08413 -3.32419
C 0.42055 3.95024 -3.83041
C 0.78976 4.59434 -5.00962
C -0.13043 5.37397 -5.69493
C -1.42137 5.51240 -5.19438
C -1.78436 4.87430 -4.01539
C -2.49872 1.94035 -2.51950
C -3.79866 1.75449 -2.07140
C -4.59885 0.76984 -2.64294
C -4.10485 -0.02465 -3.66814
C -2.80292 0.16044 -4.12006
C -2.00278 1.13576 -3.54393
H 1.12412 3.33685 -3.28094
H 1.79920 4.48495 -5.38997
H 0.15386 5.87559 -6.61325
H -2.14406 6.12393 -5.72268
H -2.78088 4.99510 -3.60611
H -4.16715 2.37503 -1.26391
H -5.60416 0.61368 -2.26918
H -4.72565 -0.79848 -4.10537
H -2.40588 -0.46848 -4.90937
H -0.97771 1.26474 -3.87413
*
```

energy above the lowest of the compared OMol25 structures with the same formula, charge and spin = 10.4 kcal/mol
E_HOMO = -1.971 eV
Kohn-Sham gap = 6.216 eV
E_tot = -121544.23508 eV


No. 5
DFT (ωB97M-V/def2-TZVPD) results for a cluster of 7 separate species, C24H48O10 in total.

Structure (ORCA input):
```
! wB97M-V def2-TZVPD RIJCOSX def2/J DEFGRID3
* xyz 0 1
O 2.33644 1.07806 0.06472
C 1.28144 0.71706 0.43972
O 0.14144 1.43706 0.30972
C 0.29444 2.72706 -0.16728
C -1.15856 3.31706 0.06472
C 1.06144 -0.68594 0.95772
H 0.42844 2.45906 -1.18528
H 1.20444 3.17406 0.26272
H -1.80256 2.57106 -0.36928
H -1.28656 4.18306 -0.45328
H -1.35056 3.35506 1.12272
H 2.04244 -1.21394 0.76272
H 0.28544 -1.18494 0.48772
H 0.85244 -0.73494 1.87272
O 7.99944 -0.94994 -3.18628
C 7.39944 -1.89094 -3.61628
O 6.04444 -2.19594 -3.23528
C 5.35644 -1.29894 -2.46828
C 3.96044 -1.70894 -2.01828
C 7.78944 -2.82794 -4.77928
H 5.10844 -0.40094 -2.95028
H 5.88444 -0.98194 -1.52228
H 3.13144 -1.53194 -2.84128
H 3.75444 -1.33294 -1.02028
H 3.79544 -2.65794 -1.68428
H 8.11344 -2.09394 -5.58628
H 7.00244 -3.43294 -4.99028
H 8.75544 -3.27294 -4.48928
O -2.95956 -4.16294 -2.86228
C -3.64656 -3.09494 -2.94528
O -3.10856 -1.85094 -2.79628
C -1.79056 -1.68694 -2.80228
C -1.34256 -0.22994 -2.66828
C -5.22156 -3.18094 -3.17628
H -1.28756 -2.26194 -3.61228
H -1.14956 -2.21694 -2.03228
H -0.34556 -0.20594 -2.62328
H -1.90656 0.14806 -1.75828
H -1.73756 0.24506 -3.50428
H -5.75356 -2.47694 -2.50328
H -5.64556 -4.21694 -3.09328
H -5.36056 -2.87194 -4.08928
C -5.06156 0.46706 -1.49628
C -4.62256 -0.20794 -0.15228
O -5.24056 -1.35694 0.18572
C -3.54956 0.39106 0.72472
H -4.18656 0.65306 -2.16128
H -5.27256 1.44306 -1.34728
H -5.84356 -0.09194 -1.99528
H -3.70456 1.50906 0.86272
H -2.49156 -0.01794 0.35172
H -3.66756 0.17306 1.83072
C -3.63056 -2.83294 2.77172
C -2.25756 -2.64294 2.14872
O -1.28256 -2.03994 2.72972
C -2.06756 -3.28094 0.78672
H -4.49856 -2.82594 2.15772
H -3.83556 -2.12994 3.57972
H -3.64856 -3.82594 3.37572
H -2.82456 -2.95594 0.15672
H -2.04156 -4.41094 0.79372
H -1.06856 -3.07894 0.65172
C -1.00556 1.83306 3.63272
C -1.98856 2.99306 3.62672
O -3.24856 2.66306 3.37172
C -1.50156 4.38906 3.93672
H -0.51756 1.79306 4.55972
H -0.17856 1.76506 2.89072
H -1.60856 0.90806 3.63572
H -0.99056 4.65006 2.94072
H -0.86556 4.37306 4.67772
H -2.40156 5.10106 3.92872
C 4.18344 1.71306 3.15072
C 4.38644 3.22506 2.68572
O 5.50544 3.72106 2.69172
C 3.12044 4.01906 2.31772
H 3.44744 1.67706 3.88672
H 5.08544 1.35506 3.50972
H 3.80244 1.43306 2.37572
H 2.83944 4.82506 3.11872
H 2.20844 3.43806 2.35172
H 3.35444 4.63106 1.43972
*
```

energy above the lowest of the compared OMol25 structures with the same formula, charge and spin = 137.8 kcal/mol
E_HOMO = -9.514 eV
SMILES = CCOC(C)=O.CCOC(C)=O.CCOC(C)=O.CC(C)=O.CC(C)=O.CC(C)=O.CC(C)=O
Kohn-Sham gap = 9.905 eV
E_tot = -46133.75784 eV